[1]
This record from OMol25 describes C4H6N2 in the gas phase in a non-equilibrium geometry. The level of theory is ωB97M-V/def2-TZVPD.

Properties
structure (SMILES) = C[C@H]1N[C@H]1C#N
M = 82.11 u
HOMO-LUMO gap = 10.9664 eV
highest occupied orbital energy = -10.05 eV

Cartesian coordinates (Å):
C1 1.248 -0.669 -0.473
C2 0.118 0.344 -0.600
N1 -1.278 0.004 -0.750
C3 -0.839 0.797 0.411
C4 -0.835 0.216 1.728
N2 -0.864 -0.227 2.795
H1 1.061 -1.753 -0.554
H2 1.534 -0.270 -1.424
H3 2.009 -0.480 0.307
H4 0.380 1.139 -1.313
H5 -1.478 -0.953 -0.480
H6 -1.057 1.850 0.353

Atoms 1-3, force components in eV/Å:
-0.1 0.5 -0.3
0.0 -0.2 0.1
-0.5 0.1 0.0

[2]
This record from OMol25 describes C4H6N2 in the gas phase in a non-equilibrium geometry. The level of theory is ωB97M-V/def2-TZVPD.

Properties
M = 82.11 u
HOMO-LUMO gap = 8.3468 eV
highest occupied orbital energy = -7.59 eV

Cartesian coordinates (Å):
C1 -0.151 0.841 -1.171
C2 -0.434 -0.937 0.577
N1 -1.666 -0.536 0.880
N2 0.190 -0.411 -0.493
C3 1.308 -0.512 0.385
C4 2.486 -0.363 0.679
H1 -2.221 0.096 0.309
H2 -2.142 -0.976 1.649
H3 -0.847 0.615 -1.989
H4 0.755 1.273 -1.588
H5 -0.607 1.572 -0.494
H6 3.330 -0.662 1.255

Atoms 1-3, force components in eV/Å:
-0.4 0.0 -0.3
-2.4 -1.1 0.7
0.1 0.1 -0.3

[3]
This record from OMol25 describes a molecular structure, C4H6N2 in a non-equilibrium geometry. The level of theory is ωB97M-V/def2-TZVPD.

Properties
M = 82.11 u
HOMO-LUMO gap = 9.1530 eV
highest occupied orbital energy = -8.84 eV

Cartesian coordinates (Å):
C1 2.453 0.195 -0.009
C2 1.070 -0.385 -0.277
C3 -0.030 -0.861 0.005
C4 -1.490 -1.238 -0.101
H1 2.422 1.585 -0.077
H2 3.024 -0.313 -1.119
H3 2.854 -0.213 1.236
H4 -1.834 -2.262 0.016
H5 -2.740 1.528 0.401
H6 -1.195 1.289 0.170
N1 -2.408 -0.305 -0.016
N2 -2.127 0.979 -0.231

Atoms 1-3, force components in eV/Å:
0.3 0.4 -1.1
-0.2 0.5 2.6
-0.7 0.0 -2.1

[4]
This record from OMol25 describes C4H6N2 in the gas phase in a non-equilibrium geometry. The level of theory is ωB97M-V/def2-TZVPD.

Properties
M = 82.11 u
HOMO-LUMO gap = 8.4005 eV
highest occupied orbital energy = -8.47 eV

Cartesian coordinates (Å):
C1 -1.156 0.298 -0.743
C2 0.013 0.141 -0.148
C3 1.310 0.565 -0.836
C4 0.245 -0.626 1.088
N1 -3.607 -0.098 -0.260
N2 -2.450 0.059 -0.346
H1 1.476 1.660 -0.613
H2 2.196 -0.020 -0.433
H3 1.152 0.680 -1.913
H4 0.708 -1.545 0.815
H5 0.726 -0.051 1.921
H6 -0.614 -1.063 1.468

Atoms 1-3, force components in eV/Å:
-3.3 0.5 -0.5
0.8 -0.3 -0.3
-0.2 1.5 0.7

[5]
This record from OMol25 describes C4H6N2 in the gas phase in a non-equilibrium geometry. The level of theory is ωB97M-V/def2-TZVPD.

Properties
M = 82.11 u
HOMO-LUMO gap = 8.4549 eV
highest occupied orbital energy = -7.95 eV

Cartesian coordinates (Å):
C1 0.244 -1.498 -0.073
C2 0.547 -0.314 0.833
N1 0.921 0.980 -0.072
C3 -0.384 0.822 0.649
C4 -1.529 0.836 -0.279
N2 -2.446 0.787 -0.988
H1 -0.366 -1.303 -0.984
H2 1.174 -2.010 -0.376
H3 -0.319 -2.224 0.542
H4 1.692 1.546 0.380
H5 0.984 0.831 -1.089
H6 -0.518 1.547 1.457

Atoms 1-3, force components in eV/Å:
0.1 -0.2 0.0
-0.1 -0.2 -0.3
1.3 0.0 0.8

[6]
This record from OMol25 describes C4H6N2 in the gas phase. The level of theory is ωB97M-V/def2-TZVPD.

Properties
structure (SMILES) = [H]/N=C/C=C=CN
M = 82.11 u
HOMO-LUMO gap = 8.7750 eV
highest occupied orbital energy = -8.03 eV

Cartesian coordinates (Å):
H1 -1.175 -2.836 0.216
N1 -0.757 -1.905 0.205
C1 -1.668 -1.015 0.182
C2 -1.342 0.431 0.160
C3 -0.131 0.842 -0.143
C4 1.109 0.903 -0.579
N2 2.270 0.806 0.150
H2 -2.741 -1.256 0.199
H3 -2.143 1.127 0.415
H4 1.250 1.092 -1.641
H5 3.160 0.934 -0.292
H6 2.247 0.596 1.132

Atoms 1-3, force components in eV/Å:
0.0 0.1 0.0
-0.4 0.1 0.0
0.1 -0.1 0.0

[7]
This record from OMol25 describes a molecular structure, C4H6N2 in a non-equilibrium geometry. The level of theory is ωB97M-V/def2-TZVPD.

Properties
M = 82.11 u
HOMO-LUMO gap = 9.1421 eV
highest occupied orbital energy = -8.72 eV

Cartesian coordinates (Å):
N1 2.926 -0.588 -1.088
C1 1.983 -0.400 -0.442
C2 0.761 -0.266 0.371
C3 0.156 1.152 0.304
C4 -1.373 0.117 -0.214
N2 -0.389 -0.968 -0.235
H1 0.995 -0.686 1.362
H2 -1.069 0.736 0.777
H3 0.112 1.719 1.249
H4 -1.589 0.670 -1.129
H5 -2.323 -0.226 0.232
H6 -0.188 -1.260 -1.187

Atoms 1-3, force components in eV/Å:
-1.0 0.3 0.7
0.9 -0.2 -0.6
0.1 0.0 0.0

[8]
This record from OMol25 describes C4H6N2 in the gas phase in a non-equilibrium geometry. The level of theory is ωB97M-V/def2-TZVPD.

Properties
M = 82.11 u
HOMO-LUMO gap (alpha / beta) = 8.4762 / 8.4826 eV
highest occupied orbital energy (alpha / beta) = -8.27 / -8.28 eV

Cartesian coordinates (Å):
N1 -1.248 -1.303 -0.042
C1 0.077 -0.221 -1.130
C2 -1.036 0.082 -0.261
C3 -0.137 0.835 0.743
N2 1.020 0.115 1.115
C4 1.137 0.380 -0.281
H1 -0.613 -1.662 0.673
H2 0.137 -0.367 -2.206
H3 -1.888 0.624 -0.654
H4 -0.470 1.674 1.364
H5 0.915 -0.861 1.347
H6 2.115 0.712 -0.666

Atoms 1-3, force components in eV/Å:
1.4 -0.2 -1.3
-0.5 -1.1 0.3
-0.3 0.6 0.0

Energy above the lowest of the compared OMol25 structures with the same formula, charge and spin: 230.1; 513.4; 611.6; 372.3; 384.1; 239.9; 574.2; 580.5 (kJ/mol)
Calculated total energy: -265.447924; -265.340027; -265.302618; -265.393785; -265.389285; -265.444216; -265.316886; -265.314466 (hartree)